Density functional theory data (ωB97M-V/def2-TZVPD) for a gas-phase ion, C20H33N2O2 (charge +1).

Results
**Highest occupied orbital energy**: -11.6 eV
**LUMO energy**: -2.0 eV
**Total charge**: +1

Last column: Mulliken charge in e.
Element x y z (Å)
1 C 3.478 2.005 -4.238  -1.463
2 H 2.960 2.682 -4.910  0.399
3 H 3.655 1.071 -4.765  0.359
4 H 4.439 2.445 -3.986  0.352
5 C 2.642 1.771 -2.984  -0.105
6 C 3.359 0.809 -2.040  -0.912
7 N 2.648 0.645 -0.752  0.660
8 C 1.358 -0.057 -0.870  -1.555
9 H 1.195 -0.404 -1.891  0.388
10 H 1.305 -0.910 -0.189  0.731
11 C 0.290 0.995 -0.498  0.723
12 O 0.693 2.131 -0.273  -0.684
13 N -0.981 0.636 -0.460  0.064
14 H -1.643 1.371 -0.239  0.343
15 C -1.526 -0.698 -0.536  -1.128
16 H -0.728 -1.390 -0.792  0.375
17 H -2.270 -0.719 -1.338  0.473
18 C -2.215 -1.157 0.788  2.834
19 C -3.709 -0.872 0.672  -0.458
20 C -4.451 -1.558 -0.288  -0.349
21 C -5.806 -1.332 -0.443  -0.992
22 C -6.454 -0.407 0.357  -0.448
23 C -5.730 0.285 1.309  -0.905
24 C -4.372 0.056 1.465  -0.336
25 H -3.849 0.617 2.223  0.372
26 H -6.220 1.011 1.940  0.416
27 H -7.511 -0.230 0.239  0.411
28 H -6.356 -1.883 -1.191  0.406
29 H -3.972 -2.287 -0.925  0.295
30 C -1.993 -2.678 0.945  -1.198
31 H -2.717 -3.062 1.663  0.503
32 H -2.177 -3.176 -0.005  0.364
33 C -0.564 -3.000 1.435  -0.534
34 O 0.304 -1.883 1.356  -0.458
35 C -0.122 -0.857 2.228  -0.624
36 H 0.523 0.001 2.020  -0.121
37 C -1.605 -0.490 2.033  -1.556
38 H -2.178 -0.837 2.893  0.610
39 H -1.696 0.594 1.986  0.605
40 H 0.052 -1.169 3.267  0.618
41 H -0.101 -3.773 0.818  0.311
42 H -0.587 -3.356 2.472  0.334
43 C 3.535 0.124 0.318  -0.407
44 C 4.355 1.237 0.965  -0.450
45 C 3.499 2.162 1.826  -1.105
46 H 4.125 2.926 2.278  0.407
47 H 3.023 1.603 2.628  0.269
48 H 2.726 2.667 1.252  0.335
49 H 4.880 1.819 0.206  0.256
50 H 5.114 0.769 1.593  0.440
51 H 2.917 -0.345 1.087  0.158
52 H 4.183 -0.642 -0.113  0.363
53 H 2.302 1.613 -0.454  0.144
54 H 4.354 1.204 -1.830  0.453
55 H 3.476 -0.175 -2.503  0.379
56 H 2.477 2.722 -2.475  0.341
57 H 1.668 1.376 -3.275  0.299

---

Density functional theory data (ωB97M-V/def2-TZVPD) for a molecular structure, C5H12O in a non-equilibrium geometry.

Results
**Highest occupied orbital energy (spin up / spin down)**: -1.4 / -2.7 eV
**2S+1**: 2
**LUMO energy (spin up / spin down)**: 4.0 / 4.0 eV
**Total charge**: -1

Last column: Mulliken charge in e.
Element x y z (Å)
1 C -0.670 1.889 0.021  -1.426
2 O -0.584 1.639 2.122  -0.861
3 C -0.856 0.464 -0.489  -0.406
4 C -0.029 -0.648 0.160  0.714
5 C -0.120 -1.961 -0.607  -1.608
6 C 1.471 -0.284 0.327  -1.322
7 H -1.591 2.446 -0.100  0.318
8 H 0.110 2.394 -0.578  0.230
9 H 0.102 1.815 1.153  0.388
10 H -1.923 0.293 -0.267  0.251
11 H -0.784 0.263 -1.575  0.314
12 H -0.274 -0.738 1.217  0.304
13 H 0.522 -1.976 -1.495  0.360
14 H -1.143 -2.142 -0.955  0.357
15 H 0.205 -2.803 0.017  0.401
16 H 1.864 -0.788 1.212  0.268
17 H 2.032 -0.649 -0.550  0.353
18 H 1.666 0.786 0.385  0.366

---

Density functional theory data (ωB97M-V/def2-TZVPD) for 2 unconnected molecules or ions with the total composition C3H6O3 in a non-equilibrium geometry.

Results
**Highest occupied orbital energy**: -10.6 eV
**LUMO energy**: 0.3 eV
**Total charge**: 0

Last column: Mulliken charge in e.
Element x y z (Å)
1 O -0.004 -0.803 1.918  -0.526
2 C 1.022 -0.225 1.553  0.151
3 C 0.925 1.283 1.033  -0.872
4 H 1.829 -0.788 1.276  0.393
5 H 1.264 1.359 0.012  0.269
6 H 1.344 2.177 1.624  0.330
7 H -0.152 1.520 1.317  0.265
8 O -0.930 -1.265 -3.258  -0.432
9 C -1.316 -0.947 -2.193  0.220
10 O -0.659 -0.931 -1.047  -0.394
11 H -2.380 -0.646 -2.131  0.251
12 H -0.942 -0.733 -0.104  0.345

---

What energy relative to the best compared isomer or geometry (same formula, charge and spin) values result from the calculations? In sequence: 0.0, 207.4, 216.0 kJ/mol.